[1]
The following is a DFT calculation (ωB97M-V/def2-TZVPD) of a molecular structure, C27H44CeO3P at a distorted geometry.

Structure (XYZ):
```
76
Properties=species:S:1:pos:R:3:forces:R:3
C 0.3463 2.7714 0.3777 -0.4395 -0.3464 -0.2459
C -1.0585 2.6065 0.1728 0.6693 -0.2928 -0.0577
C -1.2647 2.1601 -1.1662 0.3989 -0.2181 0.6303
C 0.0037 2.0279 -1.7781 -0.0220 -0.1978 0.6190
C 1.0048 2.3905 -0.8230 -0.4891 -0.1849 0.0498
Ce -0.0589 0.0888 0.1745 -3.1570 2.1171 -3.0391
C 0.4974 -3.0821 -1.1485 2.2168 -1.5756 -1.7347
C 1.4081 -2.2925 -0.2176 0.2650 2.1266 0.0425
H 1.2337 -2.5107 0.8425 0.5683 -0.3126 -0.1384
C 2.0056 -1.0517 -0.4777 1.7392 -2.7851 0.2113
H 2.3718 -0.7379 -1.4790 -0.7946 -0.1682 0.6472
H 2.5105 -0.5392 0.3761 -0.0696 -0.4799 -0.5350
C 0.4064 -4.6161 -1.0117 0.2013 -0.0005 0.2803
H 0.0222 -4.8481 -0.0173 -0.2345 -0.2730 -0.0788
H -0.2969 -4.9358 -1.8011 0.0859 0.0077 0.6290
H 1.3087 -5.2223 -1.1430 0.1602 0.5425 -0.0949
C 1.0255 -2.7945 -2.6636 -1.1531 0.3188 -0.1619
H 0.7703 -1.7376 -2.9500 0.0140 -1.0793 0.0965
H 2.1368 -2.8538 -2.8245 -1.0027 -0.3936 0.7287
H 0.5264 -3.5247 -3.3811 0.5890 1.0902 0.8914
C -2.0976 2.7624 1.2454 -0.3031 0.2177 -0.0521
H -2.0087 1.9445 2.0102 -0.2060 0.5587 -0.3189
H -1.9621 3.7397 1.7715 -0.2508 -0.8235 -0.2585
H -3.1156 2.7167 0.7894 0.7177 0.0640 0.5969
C -2.5837 1.7926 -1.7569 -0.4027 -0.0164 -0.0751
H -2.8499 0.7451 -1.5475 -0.0289 0.4084 -0.0732
H -3.3907 2.4214 -1.3524 0.2377 -0.0903 -0.2982
H -2.5406 1.8986 -2.8469 -0.2016 0.0118 0.1872
C 0.2580 1.5149 -3.1537 -0.1280 0.0102 -0.5694
H -0.0190 0.4538 -3.2291 0.1646 0.3417 -0.1232
H -0.3358 2.0697 -3.9082 0.3883 -0.2467 0.3205
H 1.3198 1.6120 -3.3981 -0.1882 0.0037 -0.1549
C 2.4806 2.3788 -1.0614 0.2557 0.1718 -0.1604
H 2.7684 1.4841 -1.6258 0.1463 0.2282 0.0937
H 2.8190 3.2522 -1.6417 -0.1104 -0.2403 0.1811
H 3.0227 2.3843 -0.1100 0.0524 -0.0384 -0.2059
C 0.9771 3.2322 1.6581 0.0013 0.0990 0.0643
H 2.0407 3.4473 1.5019 -0.2082 -0.0248 0.1598
H 0.4967 4.1570 2.0217 0.1954 -0.3478 -0.0733
H 0.8842 2.4710 2.4495 0.0559 0.3538 -0.0734
C -1.0471 -1.2339 -1.4629 2.0053 1.0842 1.6458
C -0.8381 -2.5179 -0.7114 -2.9086 3.2644 0.7070
C -1.9233 -1.2311 -2.5513 -1.8196 -0.2741 -1.6958
C -2.2583 -3.1777 -0.4586 0.2874 1.2975 -2.5080
H -0.6231 -1.9388 0.3802 -0.0748 -1.9375 -0.5633
C -3.1341 -1.8974 -2.4329 1.4579 -0.3828 -0.6200
H -1.6677 -0.7267 -3.5384 -0.5601 -0.1633 1.5307
C -3.3095 -2.8219 -1.3333 1.6315 -0.7421 1.8124
H -2.3246 -3.8203 0.3971 -0.4215 -0.5311 -0.0294
H -3.8660 -1.8684 -3.2444 0.1791 0.0145 0.3856
H -4.2773 -3.3294 -1.2338 0.3987 0.3323 0.2256
C -3.0867 -1.6383 4.7454 -0.2726 -0.1679 -0.3984
C -2.0142 -0.6317 4.3362 -0.2456 -0.2904 0.1329
O -0.9974 -1.4240 3.6344 1.3867 1.5461 -0.9431
P 0.3343 -0.6545 2.9552 1.0987 -1.7004 4.7643
O 1.5717 -1.7195 3.2812 -1.5828 1.2286 -1.0390
C 1.6811 -2.7409 4.3091 0.2627 -0.2713 -0.2617
C 0.9002 -2.5462 5.5750 -0.1988 0.0146 0.7546
O 0.6909 0.5562 4.0450 -0.5740 -0.9979 -1.4318
C 1.9082 0.7177 4.8188 0.1100 0.3450 0.0822
C 2.3016 2.1809 4.8657 -0.0758 -0.1120 0.1662
H -3.5558 -2.1587 3.8760 0.4903 0.4362 0.5829
H -3.8958 -1.1624 5.3187 0.3365 -0.0251 -0.1582
H -2.5995 -2.3846 5.3916 -0.3032 0.1475 -0.2311
H -2.3784 0.1988 3.6831 0.1987 -0.6377 0.4808
H -1.5692 -0.2236 5.2583 -0.0281 0.0961 -0.5250
H 1.3716 -3.6718 3.8247 0.1422 0.0349 0.1364
H 2.7503 -2.8129 4.5463 -0.2088 0.1722 -0.3102
H -0.1383 -2.8438 5.4376 0.0449 0.2062 0.1321
H 1.3449 -3.2304 6.3126 -0.1641 0.1906 -0.1064
H 0.9545 -1.5292 6.0079 -0.0166 -0.5373 -0.3613
H 1.6947 0.4106 5.8435 -0.0810 -0.1777 -0.0983
H 2.7297 0.1038 4.4363 -0.3239 -0.0395 -0.1209
H 1.4597 2.7739 5.2378 0.1951 -0.0025 -0.0898
H 2.6491 2.5928 3.9149 -0.0871 -0.1857 0.1111
H 3.1162 2.2383 5.5919 -0.0122 0.2295 -0.0655
```
Forces are in eV/Å.

**Net charge**: +1
**HOMO (spin up / spin down)**: -9.37 / -9.36 eV

[2]
The following is a DFT calculation (ωB97M-V/def2-TZVPD) of a molecular structure, C27H44F6MoOP2 at a distorted geometry.

Structure (XYZ):
```
81
Properties=species:S:1:pos:R:3:forces:R:3
Mo 0.5830 -2.4867 -2.0395 -0.1435 -3.5544 -0.5701
C -0.3905 -2.9125 -0.0612 0.8094 -0.7015 0.4286
C 0.3635 -4.0827 -0.4382 0.0354 1.1504 0.7366
C 1.8568 -2.3009 -0.2165 -0.3854 0.1703 -0.1029
C 0.5302 -1.8129 0.1035 0.1623 -0.4849 -0.3274
C 1.7554 -3.7038 -0.5337 -0.8572 0.4417 0.0085
C -1.8564 -2.9013 0.2286 -0.2301 0.0734 -0.0214
H -2.4387 -3.3232 -0.5972 0.0350 -0.0194 0.0913
H -2.2231 -1.8878 0.4175 0.0565 -0.1720 -0.0083
H -2.0789 -3.5076 1.1165 0.1067 0.1391 -0.1598
C 0.1932 -0.4853 0.6984 -0.0354 0.3639 0.2257
H -0.7743 -0.1077 0.3446 0.1694 -0.0697 0.0922
H 0.9602 0.2767 0.4892 -0.3202 -0.4157 0.0604
H 0.1199 -0.5801 1.7946 0.0369 0.0489 -0.3316
C 3.1277 -1.5272 -0.1131 0.2764 0.1501 0.1379
H 3.5885 -1.6693 0.8754 -0.1070 0.0263 -0.2157
H 2.9606 -0.4490 -0.2411 0.0646 -0.4069 0.0162
H 3.8532 -1.8715 -0.8617 -0.1303 0.1717 0.1783
C 2.8816 -4.6095 -0.8904 0.1287 -0.0985 -0.1976
H 3.2218 -5.1829 -0.0210 -0.0802 0.1027 -0.0760
H 3.7305 -4.0341 -1.2641 -0.0200 -0.1544 0.0108
H 2.5748 -5.3248 -1.6596 0.1647 0.0345 0.1056
C -0.2078 -5.4275 -0.7256 -0.0809 -0.0838 -0.2378
H -0.3883 -5.9845 0.2055 0.0749 0.1443 -0.2211
H 0.4824 -6.0064 -1.3462 -0.1742 -0.0544 0.1466
H -1.1637 -5.3440 -1.2586 0.1456 -0.0759 0.1662
C -2.0386 4.8905 -2.4550 -0.4650 -0.2508 -0.0465
C -2.9447 4.4484 -3.3339 0.2415 0.5452 0.3051
C -2.6751 3.9802 -4.7431 -0.4731 -0.4227 -0.2394
C -1.4388 3.0935 -5.0372 0.3995 -0.1030 -0.2348
C -1.2263 1.9831 -3.9931 -0.1785 2.4749 1.8740
C -0.4725 2.3519 -2.8411 -2.3056 0.4023 -0.7384
C 0.2535 3.6144 -2.6949 1.3679 0.6840 0.3276
C -0.5561 4.9707 -2.6660 0.5635 0.1024 0.0884
H -2.6243 4.8360 -5.4443 -0.1051 -0.2873 0.3418
H -0.5434 3.7282 -5.1268 -0.2105 -0.3215 0.0964
H -3.5724 3.4050 -5.0255 0.2896 0.1767 -0.1628
H -0.2894 5.5431 -3.5701 -0.2959 -0.1767 0.2562
H -2.3562 5.2760 -1.4821 -0.2132 -0.2187 -0.3531
H -4.0125 4.5228 -3.0804 0.5550 -0.0920 0.0069
H -0.1617 5.5420 -1.8097 0.0585 -0.1757 -0.4895
H 0.8043 3.5444 -1.7432 -0.1097 0.1092 -0.4594
H -0.5762 1.7863 -1.9062 -0.0274 0.0977 -0.4428
H 1.0306 3.7130 -3.4863 -0.3534 -0.0249 0.3320
H -1.5983 2.6511 -6.0351 0.0477 0.2125 0.2619
H -2.1798 1.4832 -3.7636 0.5120 -0.2111 -0.1145
P -0.2482 0.3100 -4.8290 0.5798 0.5724 -1.9671
C 1.0049 1.2186 -5.7946 0.2911 0.0561 -0.3167
C -1.5749 -0.1932 -5.9720 -0.3137 -0.1562 -0.1699
P 0.3242 -0.4720 -2.8307 -0.2103 2.0413 0.2083
C 0.5918 -1.2562 -4.5707 0.4429 -2.4352 0.7307
C -1.6195 -0.5631 -2.5050 0.1314 -0.8834 0.2441
C 1.7974 0.6268 -2.6577 -0.0654 1.2402 0.3567
H 1.8317 0.5349 -6.0348 -0.2426 0.3634 -0.0170
H 1.4064 2.0950 -5.2653 -0.2830 -0.2729 -0.1900
H 0.5504 1.5591 -6.7382 0.1809 -0.0726 0.3469
H -1.5996 0.5010 -6.8264 -0.0751 -0.2158 0.3635
H -2.5606 -0.2054 -5.4863 0.2494 0.0667 -0.2083
H -1.3400 -1.2013 -6.3433 -0.1811 0.4065 0.0314
H 1.8781 1.3739 -3.4513 0.0346 -0.0548 0.2196
H 2.6824 -0.0232 -2.6801 -0.4594 -0.1698 -0.0823
H 1.8081 1.1577 -1.6812 -0.1989 -0.6228 -1.0375
H 1.6429 -1.3390 -4.8614 -0.2144 -0.1279 0.1418
H 0.0056 -2.1656 -4.7784 0.2815 0.1476 -0.1598
H -1.8505 -1.5289 -2.0110 0.1516 0.3350 -0.0615
H -2.2221 -0.5491 -3.4293 0.4063 0.1036 0.4432
H -1.9366 0.2322 -1.8201 0.2165 -0.1886 -0.2224
C 3.9655 3.4862 0.0628 0.7102 0.0430 -1.3980
C 2.7864 2.7293 0.6628 -0.4530 1.1396 3.5227
O 2.1055 1.9332 -0.1392 0.2323 0.0134 -0.1499
C 3.3947 1.9254 1.9028 1.1371 -0.5224 0.9322
F 4.1230 2.7262 2.7410 -1.0944 -0.8778 -1.1466
F 2.4637 1.2826 2.6518 0.5880 0.6788 -0.8975
F 4.2603 0.9725 1.4318 -0.9118 0.8256 0.2268
C 1.7849 3.8426 1.2372 -0.3574 1.5211 0.3002
F 2.3642 4.6674 2.1611 -0.5696 -1.2902 -1.1042
F 1.3892 4.6535 0.2015 0.3378 -0.8923 0.7688
F 0.6612 3.3270 1.7858 1.0599 0.1019 -0.5412
H 4.7286 2.7597 -0.2387 -0.1343 0.1888 0.1114
H 4.3920 4.1877 0.7882 -0.3241 -0.2782 -0.0629
H 3.6323 4.0253 -0.8299 0.0571 -0.0302 0.2401
```
Forces are in eV/Å.

**Net charge**: +2
**Relative energy (zero: lowest compared OMol25 entry of this formula, charge and spin)**: 93.20 kJ/mol
**Spin multiplicity**: 3
**HOMO (spin up / spin down)**: -12.85 / -13.03 eV
**Expectation value of S²**: 2.40

[3]
The following is a DFT calculation (ωB97M-V/def2-TZVPD) of a molecular structure, C27H44N3OP3Re at a distorted geometry.

Structure (XYZ):
```
79
Properties=species:S:1:pos:R:3:forces:R:3
Re -0.1253 -0.8180 -0.0944 0.8186 1.3192 3.3253
P -1.6684 -1.5050 -1.6865 -2.0942 0.1968 -3.0105
P -1.9372 -0.1783 1.3767 -2.1061 0.1974 1.4867
P 1.8414 -0.5801 -1.3899 2.4788 -0.2814 -1.7035
H -0.1647 -2.3966 2.1861 0.2103 0.2526 -0.1611
C 0.6460 -1.9674 1.5825 0.7276 1.6267 0.6968
C 1.1166 -0.6205 1.8121 -0.0197 -0.7534 0.3477
H 0.7024 -0.0992 2.6802 0.1728 0.0616 -0.6213
C -2.5487 -3.1068 -1.3844 0.3265 -0.2908 0.3916
C -3.1512 -0.4542 -2.0440 0.1370 0.0393 -0.0184
C -1.0353 -1.6492 -3.4153 -0.3830 -0.2519 0.1055
C -1.5821 0.3460 3.1064 0.4129 -0.0341 -0.0875
C -3.1369 1.1635 0.9684 0.1015 0.0186 -0.3868
C -3.0433 -1.5922 1.7444 0.0157 -0.0453 -0.0367
C 3.4130 -0.2376 -0.4941 -0.2397 0.2410 0.1929
C 1.9172 0.6240 -2.7850 -0.2984 0.2070 0.2134
C 2.4076 -2.0857 -2.2736 -0.1711 -0.3277 0.0748
H 1.4184 -2.6899 1.3122 -0.4033 0.2962 -0.1990
H 2.1813 -0.4523 1.6459 -0.3766 0.0097 0.1547
H -2.6054 -3.6772 -2.3232 -0.0115 0.2510 0.2287
H -3.5655 -2.9034 -1.0177 0.3929 -0.0607 -0.1718
H -2.0309 -3.7075 -0.6238 -0.3570 0.1106 -0.1650
H -3.5465 -0.7486 -3.0284 0.0595 0.0648 0.3690
H -2.8697 0.6043 -2.0832 -0.2484 -0.2965 -0.0600
H -3.9284 -0.6025 -1.2843 0.2059 0.0852 -0.2062
H -1.8874 -1.9145 -4.0627 0.4471 0.0697 0.0604
H -0.2511 -2.4133 -3.5078 -0.2371 0.2170 0.0169
H -0.6310 -0.6760 -3.7313 -0.1709 -0.3555 0.0568
H -2.5175 0.5735 3.6324 0.0944 -0.1003 -0.3096
H -0.9537 1.2411 3.1336 -0.0759 -0.0781 0.0141
H -1.0737 -0.4511 3.6542 -0.0719 0.0744 0.0119
H -4.0132 1.0896 1.6268 0.3014 -0.1341 -0.0603
H -3.4873 1.1107 -0.0634 0.0369 0.0408 0.2008
H -2.6949 2.1537 1.1228 0.0522 -0.1894 0.0175
H -3.5738 -1.3976 2.6841 0.0304 -0.0718 -0.2351
H -2.4545 -2.5066 1.8601 -0.1332 0.0492 0.0355
H -3.7756 -1.7438 0.9476 0.0635 0.0285 0.1011
H 4.2509 -0.2260 -1.2043 -0.3074 0.0278 0.1117
H 3.5992 -1.0274 0.2455 0.0055 0.1868 -0.1830
H 3.3763 0.7301 0.0204 0.0610 -0.1984 -0.0489
H 2.8416 0.4802 -3.3636 -0.2269 -0.0822 0.3019
H 1.9028 1.6568 -2.4176 -0.0087 -0.1780 -0.0608
H 1.0663 0.4827 -3.4612 0.2148 0.0584 0.1357
H 3.4828 -2.0036 -2.4791 -0.3142 0.0185 -0.0531
H 1.8615 -2.2042 -3.2155 0.1792 -0.0090 0.1511
H 2.2287 -2.9623 -1.6405 0.3259 0.3654 -0.3958
C 0.8442 -4.9657 -0.8002 -0.9534 1.3652 0.6926
C -0.2093 -5.8124 -1.2075 -0.1892 -1.2169 -0.2896
C 0.0441 -7.1802 -1.2825 -1.6931 1.5901 -0.3313
C 1.3166 -7.6915 -1.0148 0.4081 -0.5427 -0.0020
C 2.3758 -6.8299 -0.6946 0.5952 1.8351 0.3633
C 2.1387 -5.4649 -0.5658 1.0000 -1.1370 0.3215
O 0.6517 -3.6717 -0.3900 -0.4784 -0.6010 -1.5110
H -0.0107 -3.0108 -0.8471 1.0644 -2.4120 0.2476
H -1.1963 -5.3840 -1.3791 0.2970 -0.4135 -0.0245
H -0.7801 -7.8438 -1.5337 0.2140 0.0168 0.0417
H 1.4865 -8.7627 -1.0374 -0.0227 0.0317 -0.0534
H 3.3741 -7.2112 -0.5104 -0.1258 -0.0675 -0.0039
H 2.8987 -4.7636 -0.2116 -0.1104 -0.3860 -0.2319
N 1.7152 9.1560 3.9073 -0.1548 -0.8176 -0.4461
C 1.4872 8.1685 3.3177 -0.1362 -0.4004 -0.2871
C 1.1718 6.9893 2.5631 0.5097 1.6146 1.1237
C 1.8357 5.7770 2.8045 0.5883 -2.2161 -0.2123
C 1.5194 4.6456 2.0518 0.7643 0.8162 1.0921
C 0.5315 4.7347 1.0624 -0.2126 -0.6530 -0.5237
C -0.1271 5.9430 0.7997 -0.1364 1.3241 0.3505
C 0.1923 7.0643 1.5647 -1.3280 -0.6256 -1.7071
N 0.1906 3.5730 0.3226 -0.2552 -0.2501 -0.1340
C -0.6076 3.4939 -0.8284 0.0327 -0.2583 0.0049
C -0.7368 2.1740 -1.1283 0.3147 0.4946 0.4652
N -0.0640 1.4052 -0.1695 0.6962 0.9283 0.6557
C 0.4978 2.2825 0.6712 -0.4338 -0.6950 -0.5437
H 2.6056 5.7046 3.5714 -0.1631 0.1223 -0.1530
H 2.0473 3.7026 2.2097 -0.0653 0.5379 0.1161
H -0.8901 6.0062 0.0208 0.2626 0.1140 0.3784
H -0.3220 8.0046 1.3842 0.0681 -0.1192 0.0151
H -1.0056 4.3636 -1.3355 0.1575 -0.2061 0.0665
H -1.2476 1.7402 -1.9694 0.0413 -0.0212 0.0348
H 1.1018 2.0275 1.5295 -0.1730 -0.1277 -0.1433
```
Forces are in eV/Å.

**Net charge**: +4
**Spin multiplicity**: 4
**HOMO (spin up / spin down)**: -19.24 / -18.94 eV
**Expectation value of S²**: 3.95